[1]
{
  "formula": "C29H34BFeNO5S",
  "method": "the ωB97M-V functional and the def2-TZVPD basis",
  "multiplicity": 5,
  "homo_ha": [-0.5140, -0.5091],
  "total_energy_ev": -88230.472,
  "lumo_ev": [-7.846, -8.453],
  "orbital_gap_ev": [6.141, 5.400],
  "total_charge": 2,
  "symbols": ["C", "C", "C", "C", "C", "B", "C", "C", "C", "C", "N", "C", "C", "C", "C", "O", "C", "C", "C", "C", "C", "C", "O", "S", "H", "H", "H", "H", "H", "H", "H", "H", "H", "H", "H", "H", "H", "H", "H", "H", "H", "H", "H", "H", "H", "H", "H", "H", "H", "H", "H", "O", "C", "Fe", "C", "O", "C", "O", "C", "C", "C", "C", "C", "C", "C", "H", "H", "H", "H", "H", "H", "H"],
  "xyz": [[-6.7557, 1.3189, -0.8362], [-5.2822, 1.3169, -0.8151], [-4.4312, 1.5532, -1.8684], [-3.0394, 1.5007, -1.5024], [-2.8296, 1.1843, -0.1781], [-1.7639, 1.3964, 1.4397], [-1.2491, -0.1279, 1.6632], [-0.4001, -0.4645, 2.7288], [-0.0044, -1.7851, 2.9196], [-0.4222, -2.8131, 2.0337], [-0.0152, -4.1066, 2.1908], [-0.1343, -5.0630, 1.1129], [0.5128, -4.5642, 3.4543], [-1.2916, -2.4641, 0.9783], [-1.7590, -1.1608, 0.8782], [-1.1341, 2.4936, 0.7845], [-1.6082, 3.6834, 1.4102], [-0.5392, 4.7562, 1.2817], [-2.8800, 4.1865, 0.7502], [-1.9067, 3.1343, 2.8830], [-0.5847, 2.9909, 3.6170], [-2.9142, 3.9261, 3.6916], [-2.4570, 1.8435, 2.6139], [-4.3687, 1.0354, 0.6324], [-7.0987, 1.3270, -1.8730], [-7.1530, 0.4300, -0.3390], [-7.1430, 2.2090, -0.3287], [-4.7823, 1.7437, -2.8803], [-2.2837, 1.6293, -2.2595], [-0.0487, 0.2994, 3.4224], [0.6595, -2.0330, 3.7468], [-1.1840, -5.2196, 0.8381], [0.4064, -4.7273, 0.2181], [0.2954, -6.0050, 1.4553], [1.5507, -4.2388, 3.6048], [-0.0937, -4.1699, 4.2810], [0.4749, -5.6562, 3.4596], [-1.6181, -3.2196, 0.2635], [-2.5309, -0.9534, 0.1407], [-0.8686, 5.6618, 1.8043], [0.4227, 4.4320, 1.6901], [-0.4078, 5.0074, 0.2225], [-3.1385, 5.1612, 1.1932], [-2.7167, 4.3272, -0.3248], [-3.7178, 3.4878, 0.8932], [-0.2322, 3.9700, 3.9516], [-0.7072, 2.3501, 4.4925], [0.1862, 2.5536, 2.9682], [-2.5867, 4.9672, 3.7893], [-3.9131, 3.9098, 3.2423], [-2.9789, 3.5043, 4.6997], [6.4823, -2.5117, 0.6153], [5.4616, -1.9631, 0.7295], [3.8404, -1.4392, 1.0940], [3.3039, -3.1004, 1.3609], [2.9487, -4.2101, 1.4585], [4.3244, -1.0605, 2.7520], [4.8472, -1.0704, 3.7894], [-0.0200, 1.0592, -1.0026], [0.9903, 1.7175, -0.2939], [2.0044, 1.1450, 0.4624], [2.9574, 0.1816, -0.0061], [2.5149, -0.9160, -0.7965], [1.1731, -1.1474, -1.1842], [0.0808, -0.2841, -1.3348], [-0.7814, 1.6788, -1.4443], [0.9619, 2.8111, -0.3451], [2.2291, 1.5871, 1.4408], [4.0467, 0.4366, 0.0970], [3.2638, -1.5980, -1.2459], [0.9645, -2.1648, -1.5345], [-0.8151, -0.7296, -1.7762]],
  "forces_ev_per_a": [[-0.25, -0.21, -0.30], [0.38, 0.04, 0.72], [1.72, -0.09, -0.35], [-2.03, 0.31, -1.09], [-1.14, -0.31, 1.68], [-0.56, -0.67, -0.01], [-0.05, 0.61, 0.01], [0.49, -1.00, 0.16], [0.15, 0.62, 0.56], [0.27, -0.43, -0.10], [-0.30, 1.22, -0.09], [-0.09, -0.49, -0.42], [0.18, -0.18, 0.76], [-0.47, 0.45, -0.37], [0.27, -1.48, -0.32], [0.00, -0.30, 0.39], [-0.53, 0.64, 1.32], [0.04, -0.05, 0.14], [-0.30, 0.12, -0.07], [0.06, 1.16, -0.70], [0.09, -0.03, 0.28], [0.06, 0.22, 0.08], [0.80, -0.61, -1.32], [-0.65, 0.36, -0.49], [-0.10, 0.01, 0.17], [-0.08, 0.14, 0.02], [0.03, -0.14, 0.01], [0.10, -0.11, 0.19], [0.00, 0.30, -0.06], [-0.08, -0.21, -0.20], [-0.17, 0.10, -0.18], [0.16, -0.07, 0.15], [-0.08, 0.00, 0.29], [-0.12, 0.14, -0.22], [-0.18, -0.14, -0.13], [0.14, -0.17, -0.26], [0.08, 0.27, 0.14], [-0.09, 0.24, 0.31], [0.38, -0.07, 0.09], [0.18, -0.15, -0.10], [-0.13, 0.12, -0.04], [-0.02, 0.01, 0.17], [-0.04, -0.36, -0.23], [-0.02, 0.02, 0.17], [0.29, 0.41, -0.01], [0.02, -0.14, 0.00], [-0.04, 0.08, 0.01], [-0.10, 0.06, 0.12], [-0.08, -0.12, 0.00], [0.27, -0.05, 0.06], [-0.05, 0.05, -0.15], [-2.82, 1.74, 0.30], [5.20, -2.47, -1.11], [-2.22, 1.16, -0.99], [-1.79, -3.80, 0.27], [1.07, 2.79, -0.15], [1.83, 0.03, 4.19], [-1.54, 0.30, -2.57], [2.69, 0.24, -0.98], [-0.93, 0.25, -0.85], [1.98, -0.19, 0.58], [-1.75, -0.03, -0.62], [0.48, 0.65, -0.22], [-0.37, -0.42, -0.18], [-0.23, -1.01, 0.44], [0.15, -0.15, 0.30], [-0.26, -0.37, 0.93], [0.44, 0.69, -0.69], [-0.65, -0.34, 0.37], [-0.36, 0.35, 0.34], [0.25, 0.37, -0.10], [0.38, 0.06, -0.05]],
  "mulliken_charge": [-1.2482, 0.8020, -1.1292, -1.1831, 0.5884, 1.3193, 1.2122, -1.2846, -0.1370, 0.8056, 0.2613, -0.9250, -1.0177, -0.6790, -1.5667, -0.0629, 1.2031, -1.8860, -1.7315, 1.3063, -1.5764, -1.7652, -0.7375, -0.0463, 0.3977, 0.3523, 0.2957, 0.4281, 0.7830, 0.4208, 0.5734, 0.4320, 0.3139, 0.3093, 0.3515, 0.4043, 0.3649, 0.3881, 0.3824, 0.4153, 0.3623, 0.4373, 0.4769, 0.3870, 0.2200, 0.4109, 0.4533, -0.0117, 0.3345, 0.3461, 0.4766, -0.2953, 0.2463, 0.1158, 0.3569, -0.3793, 0.2514, -0.3004, -0.1762, -0.0473, -1.2926, -0.3419, -0.3608, -0.3191, -0.0727, 0.4509, 0.5640, 0.4846, 0.5615, 0.6056, 0.4479, 0.4730]
}



[2]
{
  "formula": "C29H34BaCl3FI2N4O3",
  "method": "the ωB97M-V functional and the def2-TZVPD basis",
  "homo_ha": -0.4645,
  "total_energy_ev": -99898.409,
  "lumo_ev": -4.492,
  "orbital_gap_ev": 8.148,
  "total_charge": 2,
  "symbols": ["Ba", "C", "C", "C", "C", "C", "C", "C", "C", "C", "C", "H", "H", "H", "H", "H", "H", "H", "H", "H", "H", "H", "H", "H", "H", "I", "C", "I", "H", "H", "C", "C", "N", "C", "C", "C", "O", "O", "C", "O", "C", "C", "C", "F", "C", "C", "C", "N", "C", "C", "N", "C", "C", "H", "H", "H", "H", "H", "H", "H", "H", "H", "H", "H", "H", "H", "H", "H", "H", "H", "H", "Cl", "C", "Cl", "Cl", "C", "N"],
  "xyz": [[1.0236, 3.0481, -0.6488], [4.4022, 5.2352, -1.0902], [4.4892, 5.2689, 0.4394], [5.6687, 4.4391, 0.9318], [3.1640, 4.8721, 1.0677], [2.0487, 5.7029, 0.8955], [0.8267, 5.4157, 1.4886], [0.6638, 4.2871, 2.3005], [-0.6382, 4.0235, 3.0004], [1.7661, 3.4487, 2.4554], [2.9918, 3.7313, 1.8493], [5.3355, 5.5798, -1.5361], [3.6010, 5.8717, -1.4676], [4.2246, 4.2158, -1.4466], [4.6645, 6.3077, 0.7362], [5.5668, 3.3897, 0.6436], [5.7711, 4.4856, 2.0164], [6.5930, 4.8093, 0.4889], [2.1515, 6.6095, 0.3088], [-0.0106, 6.0886, 1.3432], [-0.6661, 3.0160, 3.4122], [-1.4765, 4.1358, 2.3148], [-0.7680, 4.7291, 3.8228], [1.6797, 2.5718, 3.0867], [3.8257, 3.0650, 2.0279], [0.6655, 5.7837, -3.0580], [0.2294, 4.1472, -4.3487], [1.6705, 2.5820, -4.2695], [0.2040, 4.5253, -5.3622], [-0.7112, 3.7247, -4.0192], [-5.0190, -2.1224, -2.4506], [-4.9658, -1.4245, -1.1004], [-3.6143, -0.9570, -0.7612], [-3.3014, 0.3455, -0.9757], [-2.0714, 0.8656, -0.7651], [-1.6577, 2.2983, -0.9787], [-1.2131, 2.5982, -2.1132], [-1.5423, 3.0105, 0.0461], [-0.9900, 0.0399, -0.3246], [0.1675, 0.4810, -0.1623], [-1.3365, -1.3575, -0.0782], [-0.3499, -2.2304, 0.4016], [-0.6711, -3.5296, 0.6476], [0.2638, -4.3845, 1.1195], [-1.9663, -4.0268, 0.4318], [-2.9343, -3.1769, -0.0425], [-2.6433, -1.8235, -0.3044], [-2.3058, -5.3955, 0.7035], [-1.6049, -6.3614, -0.1358], [-2.2666, -7.7183, -0.0013], [-2.2576, -8.1288, 1.4481], [-2.9153, -7.0942, 2.3242], [-2.2245, -5.7619, 2.1119], [-6.0381, -2.4432, -2.6632], [-4.3717, -2.9990, -2.4766], [-4.7028, -1.4441, -3.2429], [-5.3281, -2.0647, -0.2967], [-5.6079, -0.5462, -1.1028], [-4.1176, 0.9601, -1.3322], [0.6490, -1.8528, 0.5728], [-3.9202, -3.5869, -0.2022], [-0.5374, -6.4398, 0.1181], [-1.6728, -6.0531, -1.1782], [-1.7418, -8.4847, -0.5680], [-3.3104, -7.6798, -0.3072], [-1.2899, -8.2586, 1.7540], [-2.7228, -9.0308, 1.5592], [-2.8405, -7.4335, 3.3553], [-3.9599, -7.0505, 2.0218], [-1.1857, -5.8223, 2.4709], [-2.7365, -5.0116, 2.7127], [6.6820, 0.4987, 0.2805], [6.0349, 0.8683, -1.3184], [6.0110, -0.5694, -2.3407], [6.9494, 2.1663, -2.0844], [4.6493, 1.3303, -1.1467], [3.5714, 1.6905, -1.0089]],
  "forces_ev_per_a": [[0.03, -0.05, -0.02], [-0.02, -0.01, 0.03], [-0.01, -0.04, -0.02], [-0.02, 0.02, -0.02], [-0.01, 0.04, 0.01], [-0.03, -0.01, 0.02], [0.04, 0.03, 0.02], [0.03, -0.03, -0.01], [0.00, 0.00, -0.01], [-0.02, 0.02, 0.01], [0.01, 0.06, 0.01], [0.00, 0.00, 0.00], [0.01, 0.00, -0.01], [0.01, 0.00, -0.01], [0.01, 0.00, 0.00], [0.00, 0.00, 0.00], [0.02, -0.01, 0.00], [0.01, 0.00, 0.01], [0.00, 0.00, 0.00], [0.00, 0.00, 0.00], [0.00, 0.00, 0.00], [0.00, 0.00, 0.00], [0.00, 0.00, 0.00], [-0.01, -0.01, -0.02], [0.00, 0.00, -0.01], [-0.03, -0.07, -0.06], [0.03, -0.02, 0.02], [-0.03, 0.11, 0.04], [0.01, 0.00, 0.00], [0.00, 0.00, 0.00], [0.02, 0.02, 0.03], [-0.04, -0.02, -0.03], [0.01, 0.02, 0.01], [-0.03, -0.04, 0.01], [0.04, 0.02, 0.01], [-0.16, -0.03, -0.01], [0.08, 0.02, -0.02], [0.07, 0.01, -0.01], [-0.09, -0.01, -0.01], [0.03, 0.01, -0.01], [0.00, 0.04, 0.00], [0.00, -0.03, 0.00], [-0.01, 0.03, 0.00], [0.00, 0.00, -0.01], [0.01, -0.05, 0.04], [-0.03, -0.02, -0.01], [0.06, -0.02, 0.03], [0.02, 0.04, -0.07], [-0.01, 0.01, 0.05], [0.01, 0.02, -0.03], [0.00, -0.02, 0.01], [0.00, 0.03, 0.01], [0.02, -0.03, -0.01], [0.00, 0.00, 0.00], [0.00, 0.00, -0.01], [0.00, -0.01, -0.01], [0.01, 0.01, 0.01], [0.00, 0.00, 0.01], [0.00, 0.00, 0.00], [0.00, 0.00, 0.00], [0.00, 0.01, -0.01], [0.00, -0.01, -0.01], [0.00, 0.00, 0.00], [-0.01, -0.01, 0.00], [0.00, -0.01, 0.01], [0.00, 0.00, 0.00], [0.00, 0.00, 0.00], [0.00, -0.01, 0.00], [0.00, -0.01, 0.00], [0.00, 0.01, 0.01], [-0.01, 0.00, 0.00], [0.03, -0.02, 0.02], [-0.03, 0.02, -0.04], [0.00, 0.00, 0.01], [0.01, 0.02, 0.00], [-0.01, -0.07, -0.01], [0.06, -0.01, 0.03]],
  "mulliken_charge": [1.4614, -1.0531, 0.5587, -1.4823, 0.1767, -0.3512, -0.8403, 1.0317, -1.5949, -1.3148, 0.1721, 0.4485, 0.2337, 0.0788, 0.4169, 0.0656, 0.3996, 0.4281, 0.6221, 0.3432, 0.3547, 0.3038, 0.3882, 0.3394, 0.3578, 0.1475, -0.8089, 0.1123, 0.5048, 0.3262, -1.0196, -0.9707, 0.1100, 0.1803, 0.2393, -0.8917, -0.6064, -0.6826, 1.5552, -0.8759, 0.7519, -0.6967, 0.2793, -0.3531, -1.4209, -0.8383, 0.6156, 0.3578, -0.4588, -0.8655, -0.1496, -0.8641, -0.4682, 0.3865, 0.3170, 0.3312, 0.4205, 0.4637, 0.4911, 0.6151, 0.3939, 0.3962, 0.4143, 0.4251, 0.3627, 0.4000, 0.3563, 0.4262, 0.3604, 0.3955, 0.4291, -0.0735, 0.7946, -0.0917, -0.0558, -0.6673, -0.0446]
}



[3]
{
  "formula": "C29H34BaCl3FI2N4O3",
  "method": "the ωB97M-V functional and the def2-TZVPD basis",
  "homo_ha": -0.4682,
  "total_energy_ev": -99897.768,
  "lumo_ev": -4.671,
  "orbital_gap_ev": 8.068,
  "total_charge": 2,
  "symbols": ["Ba", "C", "C", "C", "C", "C", "C", "C", "C", "C", "C", "H", "H", "H", "H", "H", "H", "H", "H", "H", "H", "H", "H", "H", "H", "I", "C", "I", "H", "H", "C", "C", "N", "C", "C", "C", "O", "O", "C", "O", "C", "C", "C", "F", "C", "C", "C", "N", "C", "C", "N", "C", "C", "H", "H", "H", "H", "H", "H", "H", "H", "H", "H", "H", "H", "H", "H", "H", "H", "H", "H", "Cl", "C", "Cl", "Cl", "C", "N"],
  "xyz": [[2.6563, -1.2456, 0.6121], [4.6208, 0.2635, 4.8276], [5.3807, -0.0147, 3.5359], [5.0998, 1.0883, 2.5103], [5.0919, -1.3817, 2.9418], [4.0073, -2.1616, 3.3344], [3.7707, -3.4109, 2.7614], [4.6256, -3.9414, 1.7999], [4.4291, -5.3340, 1.2692], [5.7069, -3.1524, 1.3983], [5.9294, -1.9006, 1.9503], [4.9570, 1.2066, 5.2575], [4.7797, -0.5200, 5.5692], [3.5479, 0.3545, 4.6415], [6.4520, 0.0023, 3.7598], [4.0279, 1.1451, 2.2914], [5.6467, 0.9269, 1.5803], [5.3938, 2.0604, 2.9075], [3.2982, -1.7875, 4.0610], [2.8987, -3.9718, 3.0801], [4.8196, -5.4403, 0.2581], [3.3761, -5.6159, 1.2667], [4.9542, -6.0511, 1.9030], [6.4070, -3.5442, 0.6696], [6.7886, -1.3222, 1.6283], [5.3186, -3.4675, -2.2958], [3.7339, -3.2940, -3.6895], [2.0348, -2.3036, -2.8791], [3.4254, -4.2874, -3.9887], [4.0788, -2.7191, -4.5392], [-3.9135, 3.3471, 2.0032], [-3.9620, 1.8416, 2.2133], [-2.9393, 1.1325, 1.4350], [-1.7775, 0.7928, 2.0499], [-0.7460, 0.1842, 1.4240], [0.5612, -0.1973, 2.0564], [0.7489, -1.4077, 2.3316], [1.5206, 0.6100, 1.9422], [-0.8042, -0.1092, 0.0213], [0.1431, -0.6312, -0.6028], [-2.0566, 0.2627, -0.6282], [-2.2262, -0.0071, -1.9888], [-3.3966, 0.3053, -2.6137], [-3.5382, -0.0163, -3.9159], [-4.4564, 0.9272, -1.9323], [-4.2779, 1.2157, -0.5908], [-3.0989, 0.8732, 0.0901], [-5.6780, 1.2805, -2.5511], [-6.9269, 0.8100, -1.9689], [-7.9147, 1.9786, -1.9701], [-7.5961, 2.8547, -3.1614], [-7.1440, 2.0322, -4.3314], [-5.7781, 1.4178, -4.0008], [-4.6885, 3.8338, 2.5946], [-4.0584, 3.6144, 0.9559], [-2.9491, 3.7450, 2.3184], [-4.9385, 1.4229, 1.9706], [-3.7848, 1.6023, 3.2600], [-1.7277, 1.0387, 3.1024], [-1.4288, -0.4931, -2.5338], [-5.0705, 1.7401, -0.0772], [-6.7698, 0.4617, -0.9524], [-7.3304, -0.0378, -2.5351], [-7.8072, 2.6041, -1.0864], [-8.9503, 1.6568, -2.0596], [-6.8413, 3.4912, -2.9009], [-8.4069, 3.4215, -3.4104], [-7.0997, 2.6639, -5.2149], [-7.9109, 1.2757, -4.4859], [-4.9757, 2.0684, -4.3482], [-5.6988, 0.4735, -4.5442], [6.7781, 2.8587, -2.3156], [6.6783, 1.1126, -2.5479], [8.2310, 0.3446, -2.1939], [6.1563, 0.7284, -4.1933], [5.6859, 0.5732, -1.6217], [4.9076, 0.1223, -0.9144]],
  "forces_ev_per_a": [[0.75, -0.24, -0.33], [0.00, -0.01, -0.01], [0.01, 0.00, 0.00], [0.00, 0.00, 0.00], [-0.09, 0.07, 0.07], [-0.17, 0.06, -0.10], [-0.11, 0.06, 0.01], [-0.06, -0.01, -0.02], [0.00, -0.01, 0.00], [0.01, 0.00, 0.00], [0.00, 0.02, -0.03], [0.00, 0.00, 0.00], [0.00, 0.00, 0.00], [0.00, 0.00, 0.00], [0.00, 0.00, 0.00], [0.00, 0.00, 0.01], [0.00, 0.00, 0.00], [0.00, 0.00, -0.01], [0.07, -0.03, 0.08], [0.06, -0.06, 0.03], [0.00, 0.01, 0.00], [0.00, 0.00, 0.00], [0.00, 0.00, -0.01], [0.00, 0.00, 0.00], [0.00, 0.00, 0.00], [-0.03, 0.04, -0.08], [-0.01, 0.01, 0.03], [-0.07, 0.03, -0.04], [0.00, -0.01, 0.03], [0.01, 0.02, 0.02], [0.00, 0.00, -0.01], [-0.01, 0.04, 0.03], [0.02, 0.01, 0.09], [-0.06, -0.04, -0.05], [-0.01, 0.11, 0.17], [0.47, -0.36, -0.46], [-0.47, -0.09, 0.29], [-0.23, 0.52, 0.17], [-0.05, 0.06, 0.06], [0.15, -0.03, 0.11], [0.05, -0.05, -0.01], [-0.06, 0.02, 0.01], [0.09, -0.05, 0.00], [-0.03, 0.00, 0.00], [0.00, 0.03, 0.02], [-0.04, 0.01, -0.02], [0.02, -0.05, -0.11], [-0.04, 0.01, 0.00], [0.04, -0.04, -0.05], [0.01, 0.00, 0.04], [-0.04, 0.02, 0.00], [0.01, -0.06, -0.04], [0.03, 0.04, 0.00], [-0.01, -0.01, 0.00], [0.00, 0.00, 0.00], [0.00, 0.00, 0.00], [0.00, 0.00, -0.01], [0.01, -0.02, -0.01], [0.00, 0.00, 0.00], [0.00, 0.00, -0.01], [0.01, 0.00, 0.02], [-0.01, 0.03, 0.02], [0.00, 0.00, 0.00], [-0.03, 0.00, 0.00], [0.00, -0.01, -0.02], [0.00, -0.01, -0.01], [0.02, 0.02, 0.02], [0.00, 0.03, 0.02], [-0.01, 0.01, 0.00], [0.00, -0.01, -0.01], [-0.02, -0.02, 0.02], [-0.02, -0.05, 0.01], [0.27, 0.11, -0.14], [-0.06, 0.01, 0.00], [-0.01, -0.01, 0.02], [-0.16, -0.13, 0.09], [-0.21, -0.04, 0.09]],
  "mulliken_charge": [1.4019, -1.7562, 0.6211, -1.0263, 0.1057, -0.1610, -0.9512, 0.7917, -1.5092, -0.7987, -0.2311, 0.4367, 0.4218, 0.2891, 0.4409, 0.1787, 0.1241, 0.4497, 0.0296, 0.3324, 0.3043, 0.3741, 0.3187, 0.7975, 0.5309, 0.1163, -0.7747, 0.0165, 0.4094, 0.3422, -1.0194, -0.9626, 0.1174, 0.1579, 0.3688, -0.6406, -0.6819, -0.7170, 1.2265, -0.4677, 0.7290, -0.8610, 0.5338, -0.3329, -1.4079, -0.5743, -0.0193, 0.2632, -0.7012, -0.7404, -0.1411, -0.7748, -0.6851, 0.3810, 0.3101, 0.3430, 0.4252, 0.4606, 0.4725, 0.6083, 0.6440, 0.5011, 0.3220, 0.4249, 0.3741, 0.3830, 0.3454, 0.3980, 0.3723, 0.5121, 0.3919, -0.0723, 0.7550, -0.0669, -0.0802, -0.5144, 0.0149]
}